Record 1
4 unconnected molecules or ions with the total composition C47H34BBr2O8, computed with the ωB97M-V functional and the def2-TZVPD basis.

Values from the calculation:
charge: -1
HOMO energy: -4.79 eV
E_LUMO: 0.2 eV
HOMO-LUMO gap: 4.98 eV

```
92
Properties=species:S:1:pos:R:3:mulliken_charge:R:1
C -0.418 4.452 4.135 -0.894
C 1.101 4.642 3.947 -0.782
C 1.899 4.695 5.246 -0.380
Br 1.275 6.241 6.304 -0.296
B 1.887 3.369 6.223 0.857
O 0.543 2.909 6.663 -0.617
C 0.234 1.703 6.024 -0.452
C 1.455 1.456 5.122 0.213
Br 1.829 -0.424 4.716 -0.305
O 2.520 2.143 5.628 -0.668
H -0.966 5.238 3.626 0.349
H -0.704 4.464 5.180 0.312
H -0.716 3.496 3.713 0.211
H 1.488 3.817 3.354 0.312
H 1.257 5.573 3.406 0.407
H 2.921 4.929 4.977 0.403
H 2.552 3.677 7.218 -0.273
H 0.075 0.959 6.806 0.428
H -0.617 1.752 5.337 0.205
H 1.207 1.901 4.153 0.037
C 0.185 -7.247 -1.296 -0.462
C 1.205 -7.072 -2.223 -0.694
C 2.314 -6.312 -1.897 -0.448
C 2.403 -5.708 -0.649 0.386
C 1.374 -5.878 0.279 0.261
C 0.270 -6.655 -0.047 -0.613
C 1.431 -5.228 1.620 0.505
O 0.539 -5.394 2.425 -0.667
C 2.611 -4.380 1.936 0.394
C 2.670 -3.727 3.159 -0.903
C 3.767 -2.942 3.473 -0.642
C 4.813 -2.812 2.567 -0.799
C 4.759 -3.456 1.343 -0.498
C 3.657 -4.239 1.018 0.331
C 3.605 -4.897 -0.312 0.663
O 4.519 -4.771 -1.108 -0.724
H -0.679 -7.847 -1.549 0.396
H 1.137 -7.529 -3.202 0.412
H 3.116 -6.186 -2.610 0.507
H -0.519 -6.786 0.679 0.483
H 1.853 -3.829 3.860 0.501
H 3.809 -2.430 4.423 0.671
H 5.669 -2.200 2.816 0.407
H 5.568 -3.354 0.634 0.488
C -7.510 6.515 -1.194 -0.447
C -6.486 7.375 -0.812 -0.462
C -5.755 7.120 0.335 -0.556
C -6.051 6.007 1.112 0.207
C -7.090 5.154 0.738 0.175
C -7.813 5.408 -0.421 -0.561
C -7.451 3.975 1.575 0.575
O -8.353 3.231 1.244 -0.674
C -6.682 3.742 2.827 0.262
C -7.032 2.677 3.648 -0.611
C -6.319 2.438 4.809 -0.444
C -5.249 3.256 5.155 -0.573
C -4.897 4.321 4.344 -0.603
C -5.615 4.573 3.182 0.251
C -5.241 5.740 2.336 0.538
O -4.312 6.459 2.631 -0.646
H -8.075 6.712 -2.096 0.395
H -6.256 8.245 -1.413 0.393
H -4.954 7.780 0.636 0.484
H -8.610 4.736 -0.710 0.465
H -7.861 2.042 3.371 0.466
H -6.594 1.609 5.448 0.399
H -4.686 3.062 6.058 0.459
H -4.064 4.956 4.614 0.503
C 1.545 -2.408 -10.259 -0.458
C 0.921 -3.549 -9.767 -0.478
C 1.193 -3.993 -8.485 -0.502
C 2.100 -3.302 -7.691 0.106
C 2.740 -2.167 -8.191 0.113
C 2.453 -1.719 -9.474 -0.541
C 3.746 -1.430 -7.372 0.610
O 4.295 -0.441 -7.811 -0.671
C 4.057 -1.949 -6.014 0.375
C 5.024 -1.312 -5.247 -0.632
C 5.315 -1.779 -3.976 -0.639
C 4.640 -2.880 -3.455 -0.200
C 3.677 -3.515 -4.219 -0.767
C 3.387 -3.062 -5.499 0.009
C 2.369 -3.785 -6.306 0.550
O 1.776 -4.747 -5.859 -0.676
H 1.325 -2.058 -11.259 0.395
H 0.218 -4.092 -10.386 0.392
H 0.708 -4.876 -8.094 0.469
H 2.945 -0.834 -9.850 0.472
H 5.544 -0.455 -5.650 0.471
H 6.072 -1.282 -3.383 0.417
H 4.864 -3.240 -2.460 0.678
H 3.145 -4.368 -3.827 0.485
```



Record 2
A molecular structure, C29H24AsMnN3O7S4, computed with the ωB97M-V functional and the def2-TZVPD basis.

Values from the calculation:
charge: -1
HOMO energy (spin up / spin down): -5.04 / -5.08 eV
E_LUMO (spin up / spin down): 1.7 / 2.2 eV
multiplicity: 5
HOMO-LUMO gap (spin up / spin down): 6.69 / 7.24 eV
⟨S²⟩: 6.053

```
69
Properties=species:S:1:pos:R:3:lowdin_spin:R:1
Mn -1.022 1.186 -0.107 3.756
C -0.059 -2.196 2.923 0.002
C -0.698 -1.099 2.114 0.003
N -0.033 -0.448 1.225 0.053
N 1.297 -0.826 1.095 0.004
C 1.752 -0.692 -0.109 0.007
S 0.933 -0.124 -1.483 0.056
S 3.467 -1.210 -0.297 0.005
C 3.299 -2.923 0.305 0.000
C 2.520 -3.793 -0.642 0.000
C 1.135 -3.894 -0.547 0.000
C 0.418 -4.669 -1.448 0.000
C 1.076 -5.357 -2.457 0.000
C 2.458 -5.260 -2.563 0.000
C 3.170 -4.482 -1.663 0.000
C -2.096 -0.747 2.425 0.002
C -2.598 -1.048 3.696 0.000
C -3.900 -0.772 4.059 0.001
C -4.752 -0.185 3.127 0.000
C -4.279 0.139 1.874 0.000
C -2.951 -0.115 1.507 0.005
O -2.586 0.246 0.279 0.006
H 0.696 -2.716 2.345 0.000
H -0.803 -2.903 3.283 0.000
H 0.447 -1.744 3.782 0.000
H 2.840 -2.884 1.291 0.000
H 4.319 -3.293 0.416 0.000
H 0.613 -3.340 0.224 0.000
H -0.660 -4.729 -1.363 0.000
H 0.517 -5.959 -3.162 0.000
H 2.981 -5.788 -3.352 0.000
H 4.247 -4.397 -1.756 0.000
H -1.933 -1.476 4.433 0.000
H -4.244 -0.997 5.060 0.000
H -5.779 0.041 3.391 0.000
H -4.909 0.627 1.141 0.000
O -0.504 3.997 3.283 -0.002
As -0.181 2.354 2.789 0.007
O -0.291 1.335 4.049 0.004
O -1.250 2.158 1.473 0.037
C 1.616 2.351 2.066 0.002
C 2.553 1.668 2.831 0.000
C 3.869 1.568 2.407 0.000
C 4.258 2.146 1.208 0.000
C 3.333 2.828 0.432 0.000
C 2.019 2.932 0.863 0.002
S 0.873 3.784 -0.197 0.006
O 1.623 4.438 -1.235 -0.002
O 0.071 4.650 0.639 0.003
O 0.070 2.664 -0.801 0.017
H -0.491 4.518 2.458 0.000
H 2.223 1.193 3.747 0.000
H 4.585 1.017 3.003 0.000
H 5.279 2.052 0.861 0.000
H 3.610 3.276 -0.512 0.000
S -3.040 -0.411 -4.006 0.003
C -2.454 -0.166 -2.417 0.004
N -1.866 0.956 -2.178 0.016
C -1.842 1.759 -3.333 0.001
C -1.282 3.030 -3.476 0.000
C -1.363 3.655 -4.703 0.000
C -1.986 3.047 -5.797 0.000
C -2.539 1.790 -5.678 0.000
C -2.457 1.158 -4.440 0.000
H -2.569 -0.917 -1.650 0.000
H -0.777 3.492 -2.644 0.000
H -0.923 4.637 -4.819 0.000
H -2.031 3.564 -6.747 0.000
H -3.018 1.306 -6.520 0.000
```



Record 3
A molecular structure, C23H39Cl2FeN6O3, computed with the ωB97M-V functional and the def2-TZVPD basis.

Values from the calculation:
HOMO energy (spin up / spin down): -7.67 / -8.00 eV
E_LUMO (spin up / spin down): -0.4 / -0.9 eV
multiplicity: 6
HOMO-LUMO gap (spin up / spin down): 7.23 / 7.05 eV
relative energy (zero: lowest compared OMol25 entry of this formula, charge and spin): 15.8 kJ/mol
⟨S²⟩: 8.826

```
74
Properties=species:S:1:pos:R:3:lowdin_spin:R:1
O 3.101 -1.033 -0.684 0.000
C 3.888 -0.747 0.249 0.000
C 3.960 -1.569 1.470 0.001
C 2.956 -2.514 1.737 0.002
H 2.057 -2.528 1.116 0.002
C 3.101 -3.461 2.751 0.000
H 2.305 -4.191 2.935 0.000
C 4.292 -3.441 3.508 0.000
H 4.445 -4.231 4.259 0.000
C 5.207 -2.367 3.386 0.000
H 6.078 -2.273 4.059 0.000
C 5.027 -1.423 2.366 0.000
H 5.735 -0.600 2.189 0.000
H 4.464 0.237 0.284 0.000
C 1.449 2.828 1.104 0.089
C 0.661 1.969 2.018 0.532
H 1.926 3.689 1.617 0.024
H 0.791 3.207 0.320 0.001
H 2.240 2.266 0.560 0.021
C 1.008 1.299 3.171 0.068
C 1.359 1.821 4.551 0.031
H 1.332 0.250 3.102 0.031
H 2.303 1.341 4.895 0.000
H 0.600 1.534 5.299 -0.002
H 1.536 2.915 4.614 0.000
Fe -0.734 0.812 1.960 3.786
Cl -0.287 -1.242 1.391 0.169
Cl -2.170 2.008 3.116 0.189
H 2.196 -4.811 -1.857 0.000
H -0.424 -4.909 -2.275 0.000
C 1.916 -4.002 -1.160 0.000
C -0.510 -4.022 -1.622 0.000
N 0.741 -3.275 -1.630 0.001
H 2.751 -3.307 -1.053 0.000
C 0.835 -2.091 -2.294 0.000
O -0.129 -1.411 -2.679 0.000
H -1.323 -3.384 -1.987 0.000
H 1.882 -1.760 -2.446 0.000
H 1.695 -4.455 -0.181 0.000
H -0.721 -4.374 -0.597 0.000
H 0.029 4.158 -3.934 0.000
H 1.622 2.221 -5.040 0.000
C 0.657 3.979 -3.046 0.000
C 2.091 2.209 -4.045 0.000
N 1.150 2.606 -3.011 0.001
H 0.061 4.156 -2.148 0.000
C 0.521 1.694 -2.234 0.000
O -0.395 1.979 -1.440 0.004
H 2.427 1.190 -3.826 0.000
H 0.914 0.664 -2.344 0.000
H 1.516 4.662 -3.089 0.000
H 2.944 2.899 -4.048 0.000
C -3.831 0.004 1.106 0.002
N -2.776 0.597 0.218 0.038
C -3.111 2.003 -0.118 0.001
N -4.459 2.124 -0.726 0.001
C -5.433 1.554 0.232 0.000
N -5.173 0.129 0.514 0.001
C -5.166 -0.632 -0.760 0.000
N -4.141 -0.116 -1.692 0.003
C -2.800 -0.162 -1.041 0.002
C -4.503 1.294 -1.958 0.000
H -3.807 0.520 2.071 0.001
H -3.633 -1.070 1.228 0.000
H -2.363 2.354 -0.840 0.000
H -3.057 2.610 0.792 0.001
H -6.436 1.635 -0.211 0.000
H -5.327 2.113 1.172 0.000
H -4.935 -1.681 -0.538 0.000
H -6.154 -0.543 -1.234 0.000
H -2.067 0.302 -1.708 0.000
H -2.571 -1.212 -0.830 0.000
H -5.534 1.295 -2.346 0.000
H -3.798 1.707 -2.691 0.000
```



Record 4
A molecular structure, C49H61IN7SbSeV, computed with the ωB97M-V functional and the def2-TZVPD basis.

Values from the calculation:
HOMO energy (spin up / spin down): -6.00 / -6.00 eV
E_LUMO (spin up / spin down): -0.5 / -0.5 eV
multiplicity: 4
HOMO-LUMO gap (spin up / spin down): 5.52 / 5.52 eV
relative energy (zero: lowest compared OMol25 entry of this formula, charge and spin): 54.1 kJ/mol
⟨S²⟩: 3.763

```
121
Properties=species:S:1:pos:R:3:lowdin_spin:R:1
V 0.507 -0.264 -0.915 2.794
C -5.928 -2.668 -1.797 0.001
C -4.440 -2.660 -1.580 0.003
C -3.874 -2.906 -0.329 0.000
C -2.505 -2.846 -0.133 0.003
C -1.603 -2.526 -1.169 0.008
N -0.235 -2.367 -0.948 0.026
C 0.386 -3.476 -0.413 0.003
C -0.207 -4.763 -0.501 0.003
C 0.326 -5.897 0.068 -0.001
C 1.511 -5.845 0.795 0.004
C 2.092 -7.063 1.459 0.001
C 2.138 -4.616 0.858 0.000
C 1.644 -3.468 0.235 0.005
N 2.505 -2.328 0.297 0.005
C 3.846 -2.376 0.448 0.009
C 4.296 -1.099 0.676 0.003
C 3.146 -0.309 0.630 0.013
N 2.070 -1.049 0.381 0.009
C -2.185 -2.408 -2.440 0.006
C -3.561 -2.449 -2.631 0.000
N -1.361 -2.383 -3.606 0.001
C -0.866 -3.480 -4.221 0.000
C -0.203 -3.049 -5.344 0.001
C -0.353 -1.653 -5.318 0.000
N -1.057 -1.257 -4.269 0.002
H -6.449 -3.085 -0.936 0.000
H -6.196 -3.260 -2.673 0.000
H -6.308 -1.657 -1.961 0.000
H -4.524 -3.184 0.497 0.000
H -2.085 -3.122 0.830 0.000
H -1.133 -4.855 -1.052 0.000
H -0.198 -6.840 -0.048 0.000
H 1.322 -7.638 1.977 0.000
H 2.852 -6.787 2.190 0.000
H 2.560 -7.729 0.731 0.000
H 3.048 -4.532 1.437 0.000
H 4.381 -3.305 0.372 0.000
H 5.311 -0.779 0.835 0.000
H 3.039 0.759 0.726 0.001
H -3.938 -2.328 -3.642 0.000
H -1.025 -4.463 -3.809 0.000
H 0.314 -3.651 -6.071 0.000
H 0.019 -0.923 -6.020 0.000
I 2.334 -0.895 -3.008 0.007
C 3.127 1.046 -2.999 0.002
C 4.106 1.315 -3.911 0.004
C 4.664 2.609 -3.961 -0.002
C 4.223 3.564 -3.095 0.003
C 3.211 3.285 -2.143 -0.001
C 2.795 4.292 -1.238 0.016
C 1.829 4.014 -0.319 0.000
C 1.228 2.736 -0.292 0.022
C 1.561 1.688 -1.128 -0.006
C 2.608 1.994 -2.072 0.002
H 4.454 0.548 -4.590 0.000
H 5.439 2.830 -4.683 0.000
H 4.647 4.561 -3.115 0.000
H 3.267 5.266 -1.285 0.001
H 1.516 4.762 0.401 0.000
H 0.470 2.614 0.470 0.002
N -2.951 -0.609 2.511 0.000
C -1.551 -0.781 3.047 0.001
C -0.571 -0.824 1.893 0.005
N -0.728 0.272 0.911 0.018
C -2.118 0.561 0.542 0.010
C -3.043 0.677 1.743 0.001
H -3.620 -0.627 3.276 0.000
H -3.180 -1.368 1.867 0.000
H -1.521 -1.692 3.644 0.000
H -1.324 0.094 3.669 0.000
H -0.613 -1.771 1.351 0.001
H 0.421 -0.727 2.331 0.000
H -0.391 1.134 1.346 0.003
H -2.493 -0.201 -0.143 0.003
H -2.136 1.510 0.013 0.001
H -4.078 0.816 1.431 0.000
H -2.738 1.475 2.423 0.000
C 3.115 2.138 8.834 0.000
C 2.413 2.168 7.502 0.000
C 3.084 1.881 6.323 0.000
C 2.451 1.914 5.084 0.000
C 3.238 1.576 3.850 0.000
C 1.090 2.247 5.008 0.000
Se 0.207 2.313 3.314 0.001
C 0.398 2.542 6.195 0.000
C -1.058 2.912 6.175 0.000
C 1.066 2.496 7.412 0.000
H 4.153 1.825 8.722 0.000
H 2.628 1.446 9.524 0.000
H 3.113 3.123 9.306 0.000
H 4.138 1.624 6.363 0.000
H 4.294 1.436 4.091 0.000
H 3.138 2.356 3.093 0.000
H 2.858 0.659 3.393 0.000
H -1.238 3.748 5.498 0.000
H -1.403 3.176 7.177 0.000
H -1.667 2.083 5.802 0.000
H 0.516 2.731 8.319 0.000
C -3.945 2.142 -3.959 -0.001
C -3.139 0.915 -3.549 -0.003
Sb -1.122 1.247 -2.823 0.009
C -0.035 1.578 -4.641 0.003
C -0.848 2.138 -5.800 0.000
C -1.317 3.361 -2.429 -0.001
C -2.063 3.765 -1.163 0.000
H -4.942 1.854 -4.306 0.000
H -3.465 2.690 -4.770 0.000
H -4.079 2.840 -3.131 0.000
H -3.031 0.215 -4.377 0.000
H -3.656 0.369 -2.753 0.000
H 0.423 0.628 -4.909 0.000
H 0.777 2.255 -4.364 0.000
H -1.658 1.463 -6.084 0.000
H -0.218 2.284 -6.681 0.000
H -1.290 3.107 -5.557 0.000
H -1.793 3.795 -3.311 0.000
H -0.292 3.735 -2.393 0.000
H -3.045 3.286 -1.089 0.000
H -2.232 4.844 -1.128 0.000
H -1.489 3.508 -0.269 0.000
```



The calculation returns the following max |F| values, one per record and in order: 1.86; 0.62; 5.47; 0.63 eV/A.